1.
The following is a quantum chemistry calculation of a cluster of 10 separate species, C29H78ClN2O10 in total in a non-equilibrium geometry, from OMol25.

Computed properties:
Lowest unoccupied orbital energy ... -2.31 eV
Strongest force on any atom ... 2.46 eV/A
Charge ... +1
M ... 650.4 g mol⁻¹
HOMO ... -11.37 eV
Frontier orbital gap ... 9.057 eV

Each line ends with the Mulliken charge.
Atoms and positions in Å:
C (-3.78, -5.74, -0.22)  -1.0935
C (-2.73, -5.15, -1.27)  0.0780
O (-3.47, -4.37, -2.22)  -0.3107
C (-2.85, -4.38, -3.52)  -0.6596
C (-2.20, -2.97, -3.74)  -0.5994
N (-1.05, -2.70, -2.80)  0.5501
C (0.11, -3.55, -3.22)  -0.4104
C (1.45, -3.25, -2.46)  -0.7684
N (1.74, -1.81, -2.24)  -0.2634
C (0.54, -1.00, -1.96)  -0.2290
C (0.09, -1.02, -0.43)  -1.0587
C (0.63, 0.23, 0.35)  0.6237
C (0.53, 0.07, 1.92)  -1.1555
Cl (2.42, 0.53, -0.01)  -0.1904
C (-0.66, -1.26, -2.93)  -1.0783
H (-3.58, -6.82, -0.06)  0.3418
H (-3.68, -5.21, 0.76)  0.2923
H (-4.79, -5.57, -0.65)  0.2063
H (-2.00, -4.52, -0.69)  0.0477
H (-2.19, -6.02, -1.71)  0.2987
H (-3.67, -4.54, -4.26)  0.4428
H (-2.14, -5.23, -3.67)  0.3685
H (-1.92, -2.80, -4.81)  0.4080
H (-3.01, -2.23, -3.52)  0.3053
H (-1.33, -2.90, -1.84)  0.2588
H (-0.17, -4.60, -2.97)  0.2278
H (0.29, -3.54, -4.32)  0.3878
H (2.27, -3.65, -3.10)  0.3575
H (1.47, -3.86, -1.52)  0.3417
H (2.27, -1.78, -1.37)  0.3276
H (0.83, 0.07, -2.15)  0.5896
H (0.36, -1.97, 0.09)  0.3194
H (-1.03, -0.91, -0.39)  0.3966
H (0.06, 1.13, 0.07)  -0.0263
H (0.44, 1.10, 2.34)  0.2066
H (1.53, -0.29, 2.26)  0.2868
H (-0.29, -0.60, 2.24)  0.4248
H (-0.38, -0.97, -3.96)  0.4460
H (-1.53, -0.66, -2.57)  0.2681
C (-3.23, 3.13, -2.68)  -1.0834
C (-2.77, 1.99, -1.80)  0.0060
O (-1.34, 2.00, -1.66)  -0.4496
H (-2.76, 3.07, -3.67)  0.2919
H (-4.31, 3.12, -2.80)  0.1811
H (-2.94, 4.09, -2.25)  0.3912
H (-3.04, 1.03, -2.25)  0.0940
H (-3.22, 2.05, -0.81)  0.2409
H (-1.10, 2.84, -1.25)  0.2905
C (-8.40, 2.86, -4.06)  -1.0389
C (-7.22, 1.93, -4.30)  -0.1670
O (-6.42, 1.82, -3.12)  -0.4623
H (-8.05, 3.85, -3.76)  0.2046
H (-9.01, 2.96, -4.96)  0.3280
H (-9.03, 2.48, -3.25)  0.4239
H (-6.58, 2.32, -5.09)  0.2162
H (-7.57, 0.94, -4.59)  0.2701
H (-6.98, 1.46, -2.42)  0.2584
C (-7.15, 5.74, -5.90)  -0.8666
C (-7.06, 4.88, -7.15)  -0.1205
O (-7.86, 5.41, -8.19)  -0.5429
H (-8.19, 5.81, -5.57)  0.2455
H (-6.54, 5.33, -5.10)  0.1609
H (-6.82, 6.76, -6.11)  0.4217
H (-7.41, 3.87, -6.94)  0.1344
H (-6.02, 4.81, -7.50)  0.2528
H (-7.54, 6.30, -8.38)  0.3094
C (-7.59, -3.34, -1.37)  -0.8084
C (-7.72, -3.86, -2.79)  -0.2084
O (-6.84, -3.17, -3.67)  -0.4903
H (-7.82, -2.27, -1.34)  0.2311
H (-8.27, -3.86, -0.70)  0.3324
H (-6.57, -3.46, -1.01)  0.1493
H (-8.74, -3.72, -3.16)  0.3208
H (-7.49, -4.93, -2.83)  0.2349
H (-5.94, -3.31, -3.34)  0.2460
C (3.97, -0.30, 6.06)  -1.0363
C (3.46, -0.08, 4.65)  -0.3098
O (2.49, 0.97, 4.62)  -0.4138
H (3.15, -0.55, 6.73)  0.3471
H (4.71, -1.10, 6.08)  0.2509
H (4.44, 0.61, 6.45)  0.3364
H (2.98, -0.98, 4.27)  0.2331
H (4.28, 0.19, 3.98)  0.3025
H (2.92, 1.77, 4.94)  0.2684
C (-1.64, 3.15, 5.27)  -1.0105
C (-0.59, 3.74, 4.35)  -0.0675
O (0.71, 3.46, 4.83)  -0.5096
H (-1.54, 3.56, 6.28)  0.2662
H (-2.65, 3.36, 4.91)  0.3448
H (-1.52, 2.06, 5.35)  0.3050
H (-0.71, 4.82, 4.28)  0.3129
H (-0.69, 3.32, 3.34)  0.0882
H (0.81, 2.51, 4.88)  0.3337
C (7.64, -0.26, 8.47)  -1.1251
C (7.69, -1.09, 7.20)  0.0248
O (6.88, -0.49, 6.19)  -0.4505
H (6.61, -0.17, 8.83)  0.2690
H (8.24, -0.71, 9.26)  0.3689
H (8.00, 0.75, 8.29)  0.3231
H (7.31, -2.09, 7.39)  0.3095
H (8.72, -1.17, 6.84)  0.0179
H (7.23, 0.39, 6.02)  0.2438
C (10.76, -0.99, 4.07)  -1.1894
C (9.58, -0.07, 3.84)  0.1150
O (9.64, 1.04, 4.74)  -0.5296
H (10.77, -1.35, 5.10)  0.2931
H (10.73, -1.85, 3.39)  0.3272
H (11.70, -0.46, 3.91)  0.3382
H (8.64, -0.60, 4.01)  0.2333
H (9.58, 0.31, 2.81)  0.1396
H (10.46, 1.51, 4.57)  0.2969
C (7.55, 2.62, -0.53)  -1.0360
C (7.99, 1.45, 0.33)  -0.1348
O (9.41, 1.46, 0.47)  -0.5268
H (8.02, 2.57, -1.51)  0.2729
H (6.46, 2.63, -0.65)  0.2903
H (7.86, 3.57, -0.08)  0.3408
H (7.70, 0.51, -0.13)  0.2874
H (7.54, 1.50, 1.33)  0.2037
H (9.66, 2.29, 0.89)  0.2988

2.
The following is a quantum chemistry calculation of a structure of composition C29H7Cl3F15GeN5O5S2Zn, from OMol25.

Computed properties:
Lowest unoccupied orbital energy ... 3.71 eV
Strongest force on any atom ... 0.27 eV/A
Charge ... -2
M ... 1098.9 g mol⁻¹
HOMO ... -3.31 eV
Energy relative to the best compared isomer or geometry (same formula, charge and spin) ... 0.0 kJ/mol
Frontier orbital gap ... 7.017 eV

Each line ends with the natural charge from an NBO analysis.
Atoms and positions in Å:
Zn (0.19, -1.72, -0.61)  1.7194
O (-0.26, -1.19, 3.29)  -0.6673
C (0.01, -1.19, 2.10)  0.7512
O (-0.71, -1.64, 1.14)  -0.8763
C (1.35, -0.60, 1.68)  0.1156
C (2.14, 0.11, 2.57)  -0.2088
C (3.32, 0.67, 2.10)  -0.1407
C (3.68, 0.49, 0.78)  -0.2429
C (2.84, -0.23, -0.05)  0.0630
N (1.71, -0.77, 0.40)  -0.5898
H (1.79, 0.23, 3.58)  0.2452
H (3.94, 1.26, 2.76)  0.2130
H (4.57, 0.94, 0.37)  0.2176
H (3.05, -0.38, -1.10)  0.2383
F (-2.50, 5.47, -1.73)  -0.3178
C (-2.76, 5.19, -0.45)  0.4093
C (-1.74, 4.92, 0.45)  -0.5451
C (-2.14, 4.71, 1.76)  0.4077
F (-1.23, 4.53, 2.73)  -0.3016
C (-3.47, 4.72, 2.16)  0.2333
F (-3.81, 4.51, 3.44)  -0.2989
C (-4.45, 4.96, 1.22)  0.2843
F (-5.74, 4.96, 1.58)  -0.3003
C (-4.09, 5.20, -0.09)  0.2306
F (-5.05, 5.45, -1.00)  -0.3020
Ge (0.23, 4.72, 0.05)  1.3360
S (1.17, 3.08, 0.95)  -0.8414
C (0.40, 4.73, -1.94)  -0.4947
C (1.36, 5.45, -2.62)  0.3436
F (2.18, 6.30, -1.97)  -0.3184
C (1.53, 5.36, -3.99)  0.2449
F (2.47, 6.08, -4.62)  -0.3063
C (0.72, 4.51, -4.72)  0.2663
F (0.87, 4.42, -6.05)  -0.3017
C (-0.25, 3.76, -4.08)  0.3258
F (-1.04, 2.96, -4.79)  -0.3027
C (-0.37, 3.87, -2.71)  0.3675
F (-1.30, 3.11, -2.12)  -0.3086
C (0.79, 6.58, 0.59)  -0.5321
C (0.19, 7.68, -0.01)  0.4000
F (-0.73, 7.50, -0.97)  -0.3178
C (0.49, 8.99, 0.32)  0.2288
F (-0.11, 10.02, -0.29)  -0.3024
C (1.44, 9.23, 1.29)  0.2755
F (1.75, 10.49, 1.63)  -0.3009
C (2.06, 8.17, 1.92)  0.2291
F (2.98, 8.41, 2.86)  -0.3028
C (1.73, 6.87, 1.56)  0.4150
F (2.38, 5.90, 2.21)  -0.2974
C (-0.27, -0.73, -4.57)  -0.8963
S (0.53, -0.20, -3.08)  2.4128
O (1.70, -1.05, -2.90)  -1.0229
O (0.80, 1.21, -3.23)  -0.9935
O (-0.48, -0.49, -2.02)  -1.1230
H (0.41, -0.55, -5.40)  0.2300
H (-1.18, -0.14, -4.68)  0.2379
H (-0.50, -1.79, -4.48)  0.2363
Cl (-2.82, 0.51, 2.65)  0.1078
C (-3.57, 0.64, 1.07)  -0.2189
Cl (-5.08, 1.61, 1.18)  0.0169
Cl (-2.46, 1.37, -0.08)  0.1245
C (-3.96, -0.70, 0.61)  0.2286
N (-4.31, -1.73, 0.25)  -0.2628
N (0.40, -3.54, -1.31)  -0.7780
C (0.51, -4.59, -1.82)  0.6214
N (0.62, -5.67, -2.50)  -0.6984
C (0.85, -6.83, -1.92)  0.4494
N (1.06, -7.90, -1.51)  -0.5141

Question: Look up the lowest unoccupied orbital energy of the second one.
Answer: 3.71 eV